Entry from the Open Molecules 2025 dataset: one molecule with the formula C5H11NO (ωB97M-V/def2-TZVPD).

```
18
Properties=species:S:1:pos:R:3:forces:R:3:nbo_charge:R:1
C -1.587 -0.313 -1.413 0.108 -0.009 -0.042 -0.608
C -1.203 0.097 0.007 -0.045 0.223 0.168 -0.401
C 0.299 0.438 0.161 -0.237 -0.184 -0.073 -0.065
C 0.644 1.671 0.992 -0.051 0.021 -0.026 -0.607
N 0.989 -0.715 0.729 0.370 -0.147 0.092 -0.615
C 1.570 -1.680 -0.016 -0.022 0.171 -0.084 0.528
O 1.611 -1.659 -1.229 0.119 -0.275 0.025 -0.624
H -1.355 0.482 -2.133 -0.073 -0.069 0.172 0.202
H -1.013 -1.192 -1.723 -0.188 0.051 0.008 0.225
H -2.662 -0.519 -1.471 0.217 -0.075 -0.070 0.208
H -1.840 0.927 0.325 0.158 0.100 -0.009 0.198
H -1.411 -0.727 0.698 -0.123 0.102 -0.075 0.201
H 0.724 0.570 -0.839 -0.054 -0.021 0.126 0.225
H 0.094 2.554 0.648 0.111 -0.169 -0.027 0.217
H 0.419 1.546 2.061 0.013 -0.085 -0.231 0.200
H 1.718 1.851 0.876 -0.173 0.137 0.187 0.218
H 0.986 -0.840 1.728 -0.046 0.062 0.050 0.390
H 2.017 -2.490 0.600 -0.085 0.166 -0.191 0.110
```
Positions in Å, forces in eV/Å.

Computed properties:
Structure (SMILES): CC[C@@H](C)NC=O
Kohn-Sham gap, eV: 10.5
F_max, hartree/bohr: 0.0079